Entry 1:
DFT (ωB97M-V/def2-TZVPD) results for a 2-piece molecular cluster, C2H3ClFI overall.

Each line ends with the Löwdin charge.
Atoms and positions in Å:
C: 0.522 0.420 -0.298  -0.6384
C: -0.208 1.413 0.175  -0.3008
F: -1.512 1.501 -0.080  0.0240
Cl: -0.234 -3.605 0.016  0.2897
I: 2.568 0.287 0.119  0.7964
H: 0.099 -2.362 0.094  -0.2957
H: 0.127 -0.365 -0.924  0.0222
H: 0.159 2.216 0.799  0.1027

Results
Gap between HOMO and LUMO in eV: 9.7
Molecular weight in u: 208.4
HOMO level in eV: -9.47
Spin multiplicity: 1
Electronic energy in Ha: -935.7200

Entry 2:
DFT (ωB97M-V/def2-TZVPD) results for a 7-piece molecular cluster, H15O7 overall at a distorted geometry.

Each line ends with the Löwdin charge.
Atoms and positions in Å:
O: -0.716 -0.906 -0.283  0.2308
H: -0.034 -0.695 0.419  0.1160
H: -1.616 -1.136 0.088  0.1072
H: -0.800 -0.076 -0.792  0.0891
O: -3.107 -1.108 0.921  -0.0140
H: -3.010 -1.335 1.878  0.1040
H: -3.989 -0.789 0.889  0.0585
O: 0.680 0.155 1.921  -0.0312
H: 0.596 -0.205 2.789  0.0519
H: 0.311 1.078 1.871  0.1042
O: -1.740 1.621 -0.325  -0.0356
H: -1.951 2.088 -1.120  0.0471
H: -2.310 2.025 0.348  0.0713
O: 2.252 0.581 -0.905  -0.0451
H: 3.084 0.914 -1.272  0.0755
H: 2.426 -0.299 -0.629  -0.0379
O: 2.744 -1.584 0.451  -0.0553
H: 2.398 -1.917 1.278  0.0491
H: 3.714 -1.433 0.649  0.1120
O: 0.052 0.874 -2.571  -0.0344
H: 0.942 0.686 -2.289  -0.0061
H: 0.070 1.457 -3.313  0.0430

Results
Gap between HOMO and LUMO in eV: 11.2
Molecular weight in u: 127.1
HOMO level in eV: -14.39
Net charge: +1
Spin multiplicity: 1
Electronic energy in Ha: -535.4307

Entry 3:
DFT (ωB97M-V/def2-TZVPD) results for a 4-piece molecular cluster, C3H15NO4 overall at a distorted geometry.

Each line ends with the Löwdin charge.
Atoms and positions in Å:
C: 1.671 -1.144 0.015  -0.3137
C: 0.792 -0.185 -0.770  -0.1721
C: 0.047 -1.149 -1.786  -0.2209
O: -0.908 -0.358 -2.516  -0.1160
N: 1.349 -0.948 1.443  -0.0408
H: 2.727 -1.042 -0.194  0.0988
H: 1.431 -2.214 -0.160  0.1079
H: 1.354 0.536 -1.351  0.1056
H: 0.072 0.361 -0.130  0.1050
H: -0.556 -1.822 -1.147  0.1215
H: 0.770 -1.636 -2.475  0.1284
H: -1.543 -0.926 -2.996  0.1117
H: 1.394 0.120 1.634  0.0904
H: 1.980 -1.410 2.128  0.0726
H: -2.685 0.295 2.572  0.0345
H: -2.180 -0.707 1.559  0.0561
O: -2.362 0.259 1.664  -0.0736
H: -0.336 2.642 -1.730  0.0216
H: -1.071 1.377 -2.174  -0.0164
O: -1.219 2.288 -1.861  -0.0754
H: -0.604 2.220 2.121  0.0203
H: -0.083 1.272 3.254  0.0244
O: -0.040 2.170 2.898  -0.0699

Results
Gap between HOMO and LUMO in eV: 10.1
Molecular weight in u: 129.2
HOMO level in eV: -9.51
Spin multiplicity: 1
Electronic energy in Ha: -478.9774

Entry 4:
DFT (ωB97M-V/def2-TZVPD) results for one molecule with the formula C5H6ClFN2 at a distorted geometry.

Each line ends with the Löwdin charge.
Atoms and positions in Å:
C: 0.312 -2.246 -0.308  -0.4217
C: -1.029 0.764 0.032  -0.1064
C: -1.076 -0.610 0.683  -0.2122
C: 0.380 1.349 -0.185  -0.4434
C: 1.462 0.479 -0.428  -0.5491
N: 0.415 -3.158 -1.034  0.1661
N: 0.124 -1.426 0.641  0.0600
F: 0.373 2.251 -1.281  -0.0372
Cl: 2.784 0.522 0.578  0.7381
H: -1.344 0.630 -1.008  0.1229
H: -1.575 1.572 0.612  0.1416
H: -1.148 -0.571 1.868  0.1503
H: -1.859 -1.329 0.398  0.1222
H: 0.601 2.051 0.699  0.1584
H: 1.581 -0.278 -1.266  0.1104

Results
Gap between HOMO and LUMO (spin up / spin down) in eV: 6.4 / 9.4
Molecular weight in u: 148.6
HOMO level (spin up / spin down) in eV: -8.61 / -10.21
Spin multiplicity: 1
Electronic energy in Ha: -863.5282

Entry 5:
DFT (ωB97M-V/def2-TZVPD) results for C27H23BrN5O2Pt as an isolated structure at a distorted geometry.

Each line ends with the Löwdin charge.
Atoms and positions in Å:
Pt: -0.002 0.014 0.010  0.9500
O: 0.291 -4.061 1.474  0.0640
C: -0.993 -4.241 1.845  -0.2660
C: -1.316 -5.423 2.515  -0.0047
C: -2.607 -5.663 2.938  -0.0733
C: -3.611 -4.730 2.704  -0.0877
C: -3.302 -3.559 2.038  -0.0449
C: -2.003 -3.295 1.614  -0.1196
C: -1.716 -1.938 0.997  -0.3975
O: -0.559 -1.921 0.237  -0.3110
N: -1.625 -0.974 2.124  0.0440
N: -0.944 0.148 1.854  -0.1585
C: -0.464 0.923 2.759  -0.1485
C: 0.343 2.072 2.439  -0.5335
Br: 0.480 2.456 0.525  0.8594
C: 1.099 2.816 3.250  -0.0822
C: 1.211 2.715 4.705  -0.2268
C: 0.121 2.516 5.553  -0.0438
C: 0.305 2.454 6.924  -0.0633
C: 1.579 2.555 7.465  -0.0637
C: 2.668 2.771 6.632  -0.0635
C: 2.481 2.883 5.266  -0.0314
H: 0.328 -3.263 0.913  0.0672
H: -0.528 -6.146 2.680  0.1214
H: -2.838 -6.584 3.458  0.1089
H: -4.622 -4.910 3.043  0.1034
H: -4.075 -2.824 1.844  0.1174
H: -2.581 -1.622 0.396  0.1419
H: -1.546 -1.353 3.059  0.1576
H: -0.618 0.707 3.812  0.1346
H: 1.755 3.549 2.790  0.1143
H: -0.881 2.465 5.145  0.1153
H: -0.549 2.330 7.577  0.1119
H: 1.720 2.478 8.535  0.1115
H: 3.662 2.865 7.048  0.1115
H: 3.328 3.071 4.617  0.1174
C: -2.205 -0.568 -5.265  -0.0394
C: -2.385 -0.219 -3.929  -0.0572
C: -1.328 -0.262 -3.051  -0.0137
C: -0.049 -0.666 -3.494  -0.2414
C: 0.110 -1.026 -4.845  0.0035
C: -0.954 -0.968 -5.716  -0.0572
N: 1.087 -0.780 -2.737  0.1314
N: 1.237 -0.417 -1.554  -0.1056
C: 2.477 -0.641 -0.934  -0.3265
C: 3.686 -0.901 -1.572  0.0182
C: 4.813 -1.028 -0.783  -0.0370
C: 4.709 -0.906 0.596  -0.0319
C: 3.458 -0.663 1.144  -0.1073
N: 2.377 -0.526 0.392  0.0433
H: -3.043 -0.532 -5.948  0.1164
H: -3.363 0.092 -3.585  0.1145
H: -1.467 -0.002 -2.007  0.0567
H: 1.093 -1.337 -5.174  0.1200
H: -0.811 -1.238 -6.753  0.1148
H: 3.723 -0.983 -2.649  0.1155
H: 5.775 -1.220 -1.239  0.1193
H: 5.576 -1.000 1.234  0.1137
H: 3.318 -0.571 2.215  0.1180

Results
Gap between HOMO and LUMO in eV: 6.1
Molecular weight in u: 724.5
HOMO level in eV: -10.43
Net charge: +1
Spin multiplicity: 1
Electronic energy in Ha: -4159.9605

Entry 6:
DFT (ωB97M-V/def2-TZVPD) results for C8H21B2CoF8NO4 as an isolated structure at a distorted geometry.

Each line ends with the Mulliken spin population.
Atoms and positions in Å:
Co: -0.227 -0.441 1.071  2.7748
B: -2.259 0.502 2.339  -0.0016
F: -2.085 -0.811 2.017  0.0295
F: -2.070 0.623 3.718  0.0000
F: -1.337 1.194 1.580  0.0320
F: -3.522 0.856 1.931  0.0007
B: 2.225 -2.017 -0.551  0.0194
F: 1.929 -2.473 -1.852  0.0003
F: 2.121 -3.070 0.248  -0.0003
F: 3.369 -1.357 -0.625  0.0005
F: 1.357 -1.148 0.000  -0.0016
C: -1.256 -3.326 0.350  0.0045
O: -1.147 -1.935 0.014  0.0292
C: -1.596 -1.535 -1.229  0.0071
C: -1.640 0.042 -1.276  -0.0190
N: -0.471 0.755 -0.821  0.0675
C: 0.561 0.811 -1.876  -0.0013
C: 0.645 2.209 -2.578  0.0037
O: -0.585 2.951 -2.481  0.0004
C: -0.559 4.103 -3.291  -0.0001
H: -1.032 -3.953 -0.514  0.0006
H: -1.996 -3.569 1.112  0.0009
H: -0.366 -3.404 0.975  0.0014
H: -2.577 -1.918 -1.512  0.0006
H: -0.788 -1.826 -1.899  -0.0025
H: -2.426 0.353 -0.588  -0.0029
H: -2.160 0.395 -2.166  0.0010
H: -0.756 1.723 -0.776  -0.0013
H: 0.398 0.132 -2.713  0.0000
H: 1.553 0.583 -1.486  0.0029
H: 0.894 1.931 -3.602  -0.0005
H: 1.351 2.905 -2.125  0.0005
H: -0.061 4.770 -2.587  0.0000
H: -1.478 4.525 -3.698  0.0000
H: 0.049 3.989 -4.188  0.0000
C: 1.754 0.504 2.950  -0.0030
C: 1.801 -0.992 3.169  0.0021
O: 0.593 -1.595 2.619  0.0259
O: 1.318 0.946 1.696  0.0228
H: 2.811 0.634 3.180  0.0011
H: 1.190 1.019 3.727  -0.0002
H: 1.913 -1.224 4.228  0.0006
H: 2.630 -1.466 2.643  -0.0001
H: 0.343 -2.255 3.270  0.0019
H: 1.592 1.861 1.595  0.0024

Results
Gap between HOMO and LUMO (spin up / spin down) in eV: 10.3 / 10.4
Molecular weight in u: 427.8
HOMO level (spin up / spin down) in eV: -10.29 / -10.38
Spin multiplicity: 4
Electronic energy in Ha: -2904.8951

What are the energy relative to the best compared isomer or geometry (same formula, charge and spin) values for these records? In order: 0.378 1.529 1.398 3.346 0.032 0.000 eV.